(1)
# C22H50F6N3O12PS

A structure of composition C22H50F6N3O12PS in a non-equilibrium geometry (ωB97M-V with the def2-TZVPD basis set, the OMol25 dataset).

* DFT total energy: -89091.99516 eV
* E_HOMO: -8.6 eV
* Kohn-Sham gap: 9.017 eV
* strongest force on any atom: 2.4 eV/A

Each line ends with the Löwdin charge.
CARTESIAN COORDINATES (ANGSTROEM)
1 O 5.38 -3.56 -0.78  -0.183
2 P 5.63 -2.85 -2.02  0.413
3 O 6.54 -1.55 -1.71  -0.073
4 O 4.34 -2.28 -2.76  -0.143
5 C 3.12 -3.04 -2.52  -0.158
6 C 3.17 -4.53 -3.00  -0.022
7 C 2.62 -5.53 -1.97  -0.622
8 F 3.12 -6.75 -2.18  0.146
9 F 1.27 -5.58 -2.04  0.111
10 F 2.91 -5.22 -0.70  0.137
11 O 6.49 -3.72 -3.16  -0.283
12 S 7.15 -5.10 -2.59  0.678
13 O 6.21 -6.07 -2.19  -0.210
14 O 8.16 -4.77 -1.65  -0.220
15 C 7.96 -5.82 -4.11  -0.687
16 F 8.72 -6.82 -3.78  0.209
17 F 7.02 -6.18 -4.97  0.162
18 F 8.68 -4.88 -4.72  0.152
19 H 7.45 -1.92 -1.67  0.093
20 H 2.35 -2.54 -3.14  0.132
21 H 2.76 -2.97 -1.49  0.122
22 H 2.52 -4.62 -3.88  0.137
23 H 4.16 -4.87 -3.32  0.106
24 C 0.29 -6.23 2.88  -0.109
25 O -0.95 -6.21 2.19  -0.192
26 C -2.04 -5.69 2.95  -0.212
27 C -2.44 -4.31 2.48  -0.214
28 N -1.44 -3.31 2.82  -0.052
29 C -1.58 -2.03 2.12  -0.195
30 C -1.57 -2.02 0.59  -0.224
31 O -0.31 -2.33 0.00  -0.184
32 C 0.01 -3.71 -0.04  -0.083
33 H 0.97 -6.87 2.31  0.091
34 H 0.73 -5.23 2.94  0.072
35 H 0.18 -6.65 3.88  0.088
36 H -1.83 -5.71 4.03  0.121
37 H -2.88 -6.37 2.77  0.120
38 H -3.39 -4.03 2.94  0.123
39 H -2.60 -4.37 1.40  0.099
40 H -0.51 -3.67 2.62  0.063
41 H -0.75 -1.40 2.46  0.120
42 H -2.50 -1.55 2.47  0.116
43 H -1.79 -1.00 0.28  0.115
44 H -2.36 -2.65 0.16  0.112
45 H -0.87 -4.34 -0.22  0.099
46 H 0.51 -4.01 0.88  0.078
47 H 0.71 -3.86 -0.85  0.050
48 C 0.96 4.03 -0.66  -0.116
49 O -0.33 3.45 -0.69  -0.199
50 C -1.23 4.07 -1.61  -0.204
51 C -1.46 3.19 -2.82  -0.209
52 N -0.28 3.11 -3.67  -0.052
53 C -0.31 2.03 -4.66  -0.196
54 C -0.48 0.59 -4.18  -0.225
55 O 0.63 0.06 -3.48  -0.185
56 C 0.72 0.46 -2.12  -0.087
57 H 1.47 3.67 0.23  0.090
58 H 1.55 3.73 -1.53  0.072
59 H 0.91 5.12 -0.61  0.087
60 H -0.90 5.07 -1.89  0.126
61 H -2.18 4.18 -1.08  0.107
62 H -2.29 3.59 -3.41  0.124
63 H -1.76 2.20 -2.45  0.100
64 H 0.54 2.99 -3.10  0.062
65 H 0.64 2.09 -5.21  0.119
66 H -1.09 2.26 -5.39  0.116
67 H -0.58 -0.03 -5.08  0.120
68 H -1.41 0.45 -3.62  0.111
69 H -0.25 0.56 -1.65  0.085
70 H 1.29 1.39 -2.05  0.070
71 H 1.29 -0.30 -1.58  0.081
72 C -1.13 5.66 2.07  -0.109
73 O -2.42 5.49 1.49  -0.197
74 C -3.07 4.28 1.86  -0.210
75 C -4.20 4.54 2.85  -0.212
76 N -3.69 4.93 4.16  -0.052
77 C -4.69 5.52 5.05  -0.196
78 C -5.46 6.76 4.59  -0.227
79 O -4.68 7.95 4.51  -0.179
80 C -3.88 8.06 3.35  -0.098
81 H -0.63 6.46 1.53  0.091
82 H -1.20 5.94 3.12  0.071
83 H -0.53 4.75 1.97  0.083
84 H -2.36 3.53 2.24  0.126
85 H -3.51 3.88 0.95  0.114
86 H -4.80 3.63 2.96  0.123
87 H -4.83 5.32 2.41  0.100
88 H -2.94 5.60 4.04  0.062
89 H -4.16 5.78 5.97  0.120
90 H -5.41 4.74 5.31  0.116
91 H -6.21 6.97 5.35  0.120
92 H -6.01 6.60 3.66  0.110
93 H -4.37 7.64 2.47  0.088
94 H -2.91 7.59 3.51  0.067
95 H -3.70 9.12 3.17  0.089



(2)
# C3H5N3

A cluster of 2 separate species, C3H5N3 in total in a non-equilibrium geometry (ωB97M-V with the def2-TZVPD basis set, the OMol25 dataset).

* DFT total energy: -7658.93713 eV
* E_HOMO: -9.2 eV
* relative energy (zero: lowest compared OMol25 entry of this formula, charge and spin): 81.1 kcal/mol
* Kohn-Sham gap: 9.901 eV
* strongest force on any atom: 1.1 eV/A

Each line ends with the Löwdin charge.
CARTESIAN COORDINATES (ANGSTROEM)
1 C 1.68 0.45 1.35  -0.072
2 C 1.95 0.43 -0.08  -0.298
3 N 2.12 0.40 -1.22  0.127
4 N -3.38 -0.17 -1.10  0.063
5 N -2.17 -0.40 -0.94  -0.230
6 C -1.02 -0.51 -0.65  0.074
7 H 0.62 0.23 1.51  0.064
8 H 2.28 -0.31 1.86  0.085
9 H 1.91 1.43 1.77  0.085
10 H -3.87 -1.06 -1.21  0.066
11 H -0.15 -0.54 -1.28  0.037



(3)
# C27H30N2O5

The molecule C27H30N2O5 in a non-equilibrium geometry (ωB97M-V with the def2-TZVPD basis set, the OMol25 dataset).

* DFT total energy: -41682.26645 eV
* E_HOMO: -8.2 eV
* SMILES: C=CCOc1ccc(/C(O)=C2/C(=O)C(=O)N(CCN3CCOCC3)[C@@H]2c2ccc(C)cc2)cc1
* relative energy (zero: lowest compared OMol25 entry of this formula, charge and spin): 520.0 kcal/mol
* Kohn-Sham gap: 8.030 eV
* strongest force on any atom: 18.3 eV/A

Each line ends with the Löwdin charge.
CARTESIAN COORDINATES (ANGSTROEM)
1 C -8.08 -2.15 2.35  0.054
2 C -6.93 -1.73 1.58  -0.102
3 C -6.64 -2.01 0.13  -0.302
4 O -5.39 -2.44 -0.25  -0.049
5 C -4.67 -1.26 -0.16  -0.197
6 C -3.35 -1.57 -0.28  0.042
7 C -2.37 -0.40 -0.70  0.100
8 C -2.81 0.93 -0.59  -0.132
9 C -1.82 2.13 -0.58  -0.250
10 O -2.43 3.08 -1.19  0.145
11 C -0.54 2.06 -0.33  0.031
12 C 0.11 3.29 -0.07  -0.367
13 O -0.16 4.23 -0.62  0.203
14 C 1.42 3.04 0.68  -0.234
15 O 2.43 4.00 0.80  -0.049
16 N 1.38 1.85 1.12  -0.035
17 C 2.43 1.20 1.67  -0.218
18 C 3.66 0.95 1.08  -0.275
19 N 4.05 -0.34 0.67  -0.134
20 C 4.98 -0.87 -0.21  -0.161
21 C 5.11 -2.59 -0.18  -0.170
22 O 5.72 -2.67 1.00  -0.164
23 C 4.81 -2.47 2.24  -0.064
24 C 4.72 -0.96 2.22  -0.029
25 C 0.40 0.94 0.60  -0.196
26 C 0.75 0.08 -0.29  -0.214
27 C 0.91 -1.37 -0.14  -0.024
28 C 1.51 -2.39 -1.02  0.041
29 C 1.92 -1.79 -2.36  -0.390
30 C 2.50 -2.77 -3.19  -0.111
31 C 2.08 -0.57 -2.65  -0.110
32 C 1.44 0.30 -1.73  0.084
33 C -4.08 1.13 -0.30  -0.154
34 C -5.09 0.35 -0.12  0.078
35 H -8.26 -1.83 3.22  -0.066
36 H -9.01 -2.85 1.94  0.119
37 H -6.31 -1.06 2.13  0.076
38 H -7.18 -1.39 -0.55  0.106
39 H -7.18 -3.15 -0.15  0.194
40 H -2.81 -2.49 -0.23  0.094
41 H -1.30 -0.57 -0.78  0.069
42 H -1.81 3.88 -1.05  0.150
43 H 1.99 0.36 2.34  0.167
44 H 2.73 2.01 2.62  0.211
45 H 3.50 1.24 -0.11  0.187
46 H 4.46 1.64 1.35  0.129
47 H 4.43 -0.61 -1.31  0.159
48 H 5.88 -0.37 0.11  0.100
49 H 5.75 -2.79 -0.96  0.103
50 H 4.17 -2.70 -0.28  0.019
51 H 5.43 -2.74 3.04  0.102
52 H 3.88 -3.05 2.04  0.135
53 H 4.06 -0.54 2.95  0.083
54 H 5.64 -0.46 2.15  0.087
55 H -0.17 0.59 1.46  0.178
56 H 0.77 -1.73 0.91  0.111
57 H 1.69 -3.37 -0.65  0.085
58 H 2.03 -2.89 -4.17  0.081
59 H 3.64 -2.45 -3.62  0.146
60 H 2.93 -3.75 -2.88  0.086
61 H 2.31 -0.09 -3.71  0.183
62 H 1.42 1.30 -2.02  0.078
63 H -4.42 2.02 -0.35  0.072
64 H -6.17 0.50 -0.07  0.107



(4)
# C6H14O2

A cluster of 2 separate species, C6H14O2 in total in a non-equilibrium geometry (ωB97M-V with the def2-TZVPD basis set, the OMol25 dataset).

* DFT total energy: -10542.33412 eV
* E_HOMO: -10.2 eV
* SMILES: C=CCCCCO.O
* relative energy (zero: lowest compared OMol25 entry of this formula, charge and spin): 52.6 kcal/mol
* Kohn-Sham gap: 10.985 eV
* strongest force on any atom: 2.4 eV/A

Each line ends with the Löwdin charge.
CARTESIAN COORDINATES (ANGSTROEM)
1 C -0.51 1.71 -2.07  -0.004
2 C 0.12 0.56 -1.96  -0.153
3 C 0.84 0.22 -0.65  -0.201
4 C -0.08 0.11 0.59  -0.214
5 C -0.69 -1.32 0.65  -0.165
6 C 0.34 -2.48 0.72  -0.248
7 O 1.54 -2.20 1.48  -0.066
8 H -0.51 2.59 -1.43  0.052
9 H -1.02 2.02 -2.97  0.057
10 H -0.06 -0.30 -2.60  0.100
11 H 1.63 0.96 -0.48  0.117
12 H 1.37 -0.73 -0.68  0.085
13 H -0.96 0.75 0.59  0.087
14 H 0.49 0.27 1.51  0.107
15 H -1.12 -1.46 -0.35  0.108
16 H -1.41 -1.43 1.46  0.108
17 H 0.51 -2.90 -0.27  0.109
18 H -0.09 -3.24 1.36  0.109
19 H 2.05 -1.62 0.93  0.045
20 O -0.89 3.14 1.56  -0.047
21 H -0.50 2.38 1.98  0.008
22 H -1.05 2.97 0.63  0.006